Entry 1:
The following is a quantum chemistry calculation of one molecule with the formula C24H35F2NO2SSi, from OMol25.

Output
HOMO level in eV: -7.58
2S+1: 1
SMILES: CC(C)=CCC[C@H](C)CC[C@H](N=C=S)OC(=O)C(F)(F)CC[Si](C)(C)c1ccccc1
Frontier orbital gap in eV: 6.745
Total charge: 0

```
66
C24H35F2NO2SSi ωB97M-V/def2-TZVPD
C -0.5154 -4.8866 1.0150
C -1.0625 -3.3287 0.8546
C -1.7472 -2.5450 2.1214
C -0.8633 -2.6764 -0.4687
C -1.5865 -3.2811 -1.8102
C -2.8735 -2.3707 -2.3006
C -2.4897 -0.8448 -2.7637
C -1.0903 -0.8397 -3.6782
C -2.3038 0.2258 -1.5355
C -3.3707 0.0489 -0.2972
C -3.3522 1.3338 0.7722
N -4.5306 2.2190 0.3315
C -4.1010 3.1153 -0.6508
S -3.2280 4.4320 -1.3594
O -2.0561 1.9998 0.5722
C -1.6753 2.8442 1.7153
O -2.4396 3.9390 1.9831
C -0.4173 2.5352 2.7198
F -0.4504 1.1020 3.1558
F -0.6878 3.3287 3.9769
C 1.0467 3.0369 2.1803
C 1.2167 3.0706 0.5507
Si 2.9781 2.4491 -0.0568
C 2.8681 2.5194 -2.0167
C 4.4254 3.5918 0.4979
C 3.2879 0.5962 0.4208
C 2.0407 -0.2337 1.0900
C 2.1318 -1.7894 1.5987
C 3.5360 -2.6176 1.3979
C 4.7856 -1.8121 0.6900
C 4.7043 -0.2177 0.2100
H 0.6687 -4.8104 0.9520
H -0.9531 -5.5717 0.1732
H -0.7998 -5.2258 2.1099
H -2.9362 -2.5307 2.0936
H -1.3539 -1.4317 2.0970
H -1.3210 -3.0320 3.1087
H -0.2237 -1.7039 -0.5898
H -0.7654 -3.4169 -2.6598
H -1.9345 -4.3862 -1.5425
H -3.7412 -2.4372 -1.5077
H -3.2945 -2.9154 -3.2751
H -3.3413 -0.5076 -3.5293
H -0.1256 -0.7247 -3.0246
H -1.0197 -1.8242 -4.3493
H -1.1129 0.0595 -4.4391
H -1.1664 0.1716 -1.2020
H -2.4410 1.3132 -1.9964
H -4.4411 -0.0974 -0.7924
H -3.0834 -0.9766 0.2376
H -3.5467 0.9370 1.8562
H 1.8426 2.2552 2.6054
H 1.3424 4.0868 2.6640
H 0.4457 2.4244 -0.0470
H 1.1825 4.2182 0.2306
H 3.4235 3.4934 -2.3524
H 3.2661 1.5306 -2.5033
H 1.7209 2.6652 -2.3128
H 4.2905 4.7067 0.1595
H 4.6238 3.4593 1.6545
H 5.4155 3.1916 -0.0349
H 1.0209 0.3280 1.2096
H 1.2341 -2.3543 2.1071
H 3.5544 -3.7388 1.7539
H 5.7831 -2.4343 0.5213
H 5.6067 0.3346 -0.2921
```

***

Entry 2:
The following is a quantum chemistry calculation of a 3-piece molecular cluster, C24H35FN2O4P2S2 overall, from OMol25.

Output
HOMO level in eV: -8.13
2S+1: 1
SMILES: CCCCc1cc2c(cc1P(N)O)Sc1c(S)cc([PH2]=O)cc1N2F.C1CCOC1.C1CCOC1
Frontier orbital gap in eV: 8.351
Total charge: 0

```
70
C24H35FN2O4P2S2 ωB97M-V/def2-TZVPD
C 3.5153 1.8572 0.1339
C 2.5071 2.0940 -1.0107
C 2.4892 0.9980 -2.0715
C 1.7722 -0.3267 -1.7062
C 0.6184 -0.1514 -0.7508
C -0.5480 0.4066 -1.2677
C -1.6209 0.6925 -0.4463
C -1.5387 0.4164 0.9145
C -0.4059 -0.1913 1.4243
C 0.6861 -0.4870 0.6062
P 2.1733 -1.2624 1.3673
N 1.4302 -1.9063 2.7912
O 2.2482 -2.6805 0.5316
S -2.8717 0.8322 1.9925
C -4.1952 0.4877 0.8892
C -5.4089 -0.0173 1.3654
S -5.6230 -0.4080 3.0773
C -6.4472 -0.2746 0.4775
C -6.2797 -0.0179 -0.8713
P -7.6182 -0.3489 -2.0225
O -7.2205 -0.5368 -3.4346
C -5.0793 0.4887 -1.3572
C -4.0396 0.7369 -0.4776
N -2.8130 1.2928 -0.9290
F -2.7942 1.2739 -2.3231
H 4.0935 0.9422 -0.0138
H 3.0350 1.8157 1.1130
H 4.2297 2.6831 0.1699
H 1.5090 2.2862 -0.6090
H 2.8098 3.0124 -1.5191
H 3.5299 0.7550 -2.3089
H 2.0547 1.4037 -2.9896
H 2.4973 -1.0586 -1.3471
H 1.3701 -0.7331 -2.6395
H -0.5942 0.6395 -2.3241
H -0.3998 -0.4513 2.4735
H 1.8240 -2.8170 2.9987
H 1.6128 -1.3023 3.5867
H 1.4731 -2.8341 -0.0217
H -5.8623 0.8120 3.5764
H -7.3721 -0.6812 0.8692
H -8.2594 -1.4578 -1.4404
H -8.5250 0.7041 -1.7955
H -4.9723 0.6686 -2.4175
C -1.5504 -3.9296 3.8189
C -1.3785 -5.3979 3.4330
C -2.4110 -6.0732 4.3278
O -3.4692 -5.1309 4.5006
C -3.0566 -3.8465 4.0296
H -1.1868 -3.2306 3.0663
H -1.0243 -3.7220 4.7541
H -1.6355 -5.5420 2.3814
H -0.3710 -5.7798 3.5925
H -1.9859 -6.3142 5.3086
H -2.8197 -6.9877 3.8962
H -3.5760 -3.6320 3.0887
H -3.3450 -3.0898 4.7598
C 6.5658 5.2560 -3.4909
C 6.9763 3.8659 -3.9738
C 6.3119 2.9727 -2.9339
O 5.1273 3.6551 -2.5203
C 5.1473 5.0013 -2.9978
H 6.6099 6.0206 -4.2649
H 7.2045 5.5705 -2.6629
H 6.5572 3.6727 -4.9635
H 8.0539 3.7193 -4.0256
H 6.9597 2.8277 -2.0627
H 6.0361 1.9924 -3.3249
H 4.4214 5.0997 -3.8123
H 4.8488 5.6675 -2.1876
```

***

Entry 3:
The following is a quantum chemistry calculation of one molecule with the formula C24H35N3O6, from OMol25.

Output
HOMO level in eV: -8.16
2S+1: 1
SMILES: CCOc1cc2[nH]c(=O)n(C[C@H]3CC[C@H](C(=O)NCCCOC)CC3)c(=O)c2cc1OCC
Frontier orbital gap in eV: 8.762
Total charge: 0

```
68
C24H35N3O6 ωB97M-V/def2-TZVPD
C -8.1757 -0.5974 0.2255
C -7.3935 -1.0874 1.4380
O -6.2986 -0.2410 1.7531
C -5.2153 -0.1059 0.9538
C -4.4672 1.0350 1.2238
C -3.2974 1.3216 0.5361
N -2.5513 2.4467 0.7944
C -1.3922 2.7779 0.1403
O -0.7913 3.7952 0.4023
N -0.9712 1.8853 -0.8268
C 0.2818 2.2064 -1.4961
C 1.5018 1.8945 -0.6222
C 2.7778 2.2792 -1.3705
C 4.0118 1.9841 -0.5236
C 4.0644 0.4985 -0.1484
C 5.2952 0.2470 0.7139
O 5.2596 0.1448 1.9230
N 6.4520 0.2289 0.0079
C 7.7082 -0.1435 0.6120
C 8.1078 -1.5836 0.2753
C 7.0150 -2.5768 0.6610
O 5.9936 -2.5353 -0.3148
C 4.8672 -3.2897 0.0439
C 2.7901 0.1154 0.6003
C 1.5539 0.4159 -0.2392
C -1.6358 0.7228 -1.2014
O -1.2054 0.0087 -2.0853
C -2.8639 0.4498 -0.4612
C -3.6076 -0.6980 -0.7383
C -4.7653 -1.0039 -0.0510
O -5.5161 -2.1230 -0.2869
C -5.1021 -3.0628 -1.2611
C -3.9864 -3.9774 -0.7662
H -7.5687 -0.6677 -0.6730
H -9.0647 -1.2080 0.0956
H -8.4751 0.4386 0.3671
H -8.0186 -1.0337 2.3342
H -7.0651 -2.1189 1.2936
H -4.8269 1.6955 1.9969
H -2.8575 3.0959 1.5060
H 0.2687 3.2715 -1.7393
H 0.3094 1.6129 -2.4118
H 1.4322 2.4983 0.2882
H 2.8320 1.7129 -2.3038
H 2.7516 3.3414 -1.6217
H 3.9758 2.5773 0.3923
H 4.9144 2.2665 -1.0705
H 4.1451 -0.1022 -1.0608
H 6.3958 0.1339 -0.9939
H 8.4891 0.5467 0.2759
H 7.5744 -0.0345 1.6910
H 9.0264 -1.8306 0.8077
H 8.2895 -1.6780 -0.7970
H 7.4272 -3.5971 0.7177
H 6.6022 -2.3174 1.6465
H 4.1442 -3.1789 -0.7619
H 5.1204 -4.3510 0.1637
H 4.4317 -2.9247 0.9822
H 2.7541 0.6755 1.5363
H 2.8193 -0.9461 0.8524
H 0.6595 0.1432 0.3261
H 1.5657 -0.1906 -1.1481
H -3.2205 -1.3368 -1.5150
H -4.8142 -2.5566 -2.1896
H -6.0033 -3.6521 -1.4557
H -3.0825 -3.4141 -0.5505
H -3.7641 -4.7209 -1.5265
H -4.3009 -4.4850 0.1425
```

***

Entry 4:
The following is a quantum chemistry calculation of one molecule with the formula C24H35N3O6S, from OMol25.

Output
HOMO level in eV: -7.93
2S+1: 1
SMILES: CCCCN(CCCC)C[C@@H](O)CN(c1cc([N+](=O)[O-])ccc1OC)S(=O)(=O)c1ccccc1
Frontier orbital gap in eV: 7.558
Total charge: 0

```
69
C24H35N3O6S ωB97M-V/def2-TZVPD
C 3.1557 2.8773 4.1764
C 3.1307 3.0346 2.6609
C 2.8185 1.7166 1.9578
C 2.7879 1.8830 0.4372
N 2.4194 0.6373 -0.2180
C 3.5247 -0.2651 -0.4751
C 4.4321 0.0946 -1.6610
C 5.5938 -0.8871 -1.7809
C 6.4841 -0.5714 -2.9769
C 1.5073 0.8100 -1.3283
C 0.1079 1.1928 -0.8003
O -0.0399 2.5801 -0.9634
C -1.0566 0.4336 -1.4930
N -1.9882 -0.1920 -0.5710
C -1.6634 -1.4160 0.0088
C -0.3783 -1.9296 0.0116
C -0.1182 -3.1612 0.6059
N 1.2089 -3.6971 0.5373
O 1.4856 -4.6251 1.2693
O 1.9747 -3.2035 -0.2679
C -1.1174 -3.8751 1.2478
C -2.4065 -3.3767 1.2377
C -2.7016 -2.1786 0.5962
O -3.9528 -1.6847 0.4457
C -5.0084 -2.2671 1.1814
S -2.9745 0.8619 0.3244
O -2.5559 2.2000 -0.0022
O -2.9593 0.4957 1.7071
C -4.6190 0.7080 -0.3694
C -4.7910 0.3753 -1.6975
C -6.0721 0.3476 -2.2248
C -7.1591 0.6617 -1.4240
C -6.9723 1.0017 -0.0937
C -5.6925 1.0270 0.4386
H 3.3797 3.8268 4.6575
H 2.1912 2.5278 4.5378
H 3.9135 2.1551 4.4729
H 4.1000 3.4055 2.3186
H 2.3772 3.7753 2.3844
H 1.8475 1.3441 2.2889
H 3.5679 0.9721 2.2334
H 3.7647 2.2522 0.0916
H 2.0416 2.6364 0.1814
H 4.1277 -0.3026 0.4345
H 3.1126 -1.2668 -0.6346
H 3.8509 0.0783 -2.5854
H 4.8235 1.1067 -1.5328
H 6.1902 -0.8541 -0.8662
H 5.1954 -1.8991 -1.8782
H 7.3058 -1.2810 -3.0414
H 6.9015 0.4298 -2.8891
H 5.9132 -0.6228 -3.9016
H 1.4687 -0.1302 -1.8822
H 1.8171 1.6040 -2.0251
H 0.0721 0.9375 0.2711
H -0.9006 2.8263 -0.5853
H -1.6283 1.1597 -2.0757
H -0.6912 -0.3415 -2.1700
H 0.4469 -1.3850 -0.4131
H -0.8835 -4.8141 1.7239
H -3.1887 -3.9443 1.7137
H -5.8824 -1.6534 0.9690
H -5.1990 -3.2946 0.8573
H -4.7984 -2.2446 2.2533
H -3.9340 0.1287 -2.3031
H -6.2220 0.0844 -3.2608
H -8.1555 0.6427 -1.8393
H -7.8197 1.2487 0.5277
H -5.5095 1.2837 1.4699
```

***

Entry 5:
The following is a quantum chemistry calculation of C24H35NOP2RhSi as an isolated structure, from OMol25.

Output
HOMO level (alpha / beta) in eV: -8.09 / -11.06
2S+1: 5
Frontier orbital gap (alpha / beta) in eV: 6.059 / 4.898
Total charge: +1

```
65
C24H35NOP2RhSi ωB97M-V/def2-TZVPD
C -1.3815 -4.4606 -0.0651
C -1.0321 -3.3071 -0.7496
C -2.0659 -2.3583 -1.0783
C -3.4293 -2.5965 -0.6487
C -3.7326 -3.8081 0.0490
C -2.7310 -4.7176 0.3221
C -4.3798 -1.5993 -0.9332
C -3.9965 -0.4132 -1.5854
C -2.6091 -0.2935 -1.9864
C -2.1457 0.9098 -2.6299
C -3.0526 1.9329 -2.8578
C -4.4235 1.8107 -2.4801
C -4.8903 0.6699 -1.8586
H -0.6057 -5.1893 0.1955
H -4.7633 -3.9934 0.3705
H -2.9629 -5.6442 0.8577
H -5.4232 -1.7393 -0.6273
H -2.7126 2.8584 -3.3364
H -5.1064 2.6423 -2.6825
H -5.9395 0.5835 -1.5559
N -1.7039 -1.2574 -1.7557
Rh 0.2604 0.3665 0.6779
C 0.3851 -2.9490 -1.0907
H 0.4222 -2.4190 -2.0560
H 1.0247 -3.8483 -1.1299
C -0.6852 1.0072 -2.9466
H -0.3108 0.0307 -3.2944
H -0.4891 1.7763 -3.7144
P 1.1545 -1.7836 0.1792
P 0.3647 1.4447 -1.4323
C -0.0089 3.2608 -1.3352
H 0.6509 3.7220 -0.5816
H 0.1273 3.7686 -2.3072
H -1.0504 3.3860 -0.9954
C 2.0257 1.4921 -2.2773
H 2.0215 2.1565 -3.1601
H 2.7887 1.8456 -1.5630
H 2.2972 0.4720 -2.5974
C 1.2265 -2.9052 1.6478
H 1.6667 -3.8877 1.3978
H 1.8243 -2.4118 2.4309
H 0.2033 -3.0377 2.0340
C 2.9253 -1.8421 -0.3892
H 3.5493 -1.2626 0.3123
H 3.3035 -2.8789 -0.4366
H 3.0057 -1.3804 -1.3869
C -0.6349 1.7687 1.5207
O -1.2593 2.5800 2.0863
H -1.1648 -0.2094 0.4425
C 1.7926 3.5475 2.9608
Si 2.5558 1.8588 2.6516
C 4.3954 2.1560 2.7778
C 2.0452 0.6747 3.9994
C 2.2422 1.0733 0.9535
H 2.1601 3.9289 3.9355
H 0.6971 3.5169 3.0139
H 2.1064 4.2489 2.1603
H 4.6292 2.5902 3.7718
H 4.9357 1.1951 2.6583
H 4.7113 2.8628 1.9832
H 0.9505 0.5030 3.9420
H 2.5796 -0.2876 3.8723
H 2.2971 1.1133 4.9873
H 2.2216 2.1467 0.6844
H 3.1435 0.5797 0.6488
```

***

Entry 6:
The following is a quantum chemistry calculation of C24H35NOP2SiTc as an isolated structure, from OMol25.

Output
HOMO level (alpha / beta) in eV: -13.37 / -14.01
2S+1: 4
Frontier orbital gap (alpha / beta) in eV: 5.732 / 3.187
Total charge: +2

```
65
C24H35NOP2SiTc ωB97M-V/def2-TZVPD
C -1.8573 2.8395 -3.8880
C -1.5118 1.5732 -3.4266
C -0.1784 1.1153 -3.6861
C 0.8147 2.1375 -3.6893
C 0.4822 3.4326 -4.0896
C -0.8642 3.7481 -4.2834
C 2.0505 1.7814 -2.9578
C 2.4799 0.4236 -3.3572
C 1.4361 -0.5394 -3.3940
C 1.7779 -1.8374 -2.8865
C 3.0980 -2.2620 -3.0119
C 4.1037 -1.3477 -3.3511
C 3.8116 0.0143 -3.4443
H -2.9116 3.1269 -3.8812
H 1.2951 4.1539 -4.2284
H -1.1371 4.7189 -4.6885
H 2.8388 2.5375 -3.0272
H 3.3232 -3.3116 -2.7999
H 5.1221 -1.6936 -3.4942
H 4.5750 0.7799 -3.5724
N 0.1544 -0.2040 -3.7089
Tc 0.1227 0.2908 0.1508
C -2.4027 0.7415 -2.5534
H -2.3576 -0.3114 -2.8561
H -3.4236 1.1322 -2.5944
C 0.7324 -2.6216 -2.1465
H -0.2056 -2.6069 -2.7176
H 1.0842 -3.6456 -1.9859
P -1.9197 0.7792 -0.7157
P 0.3457 -1.8997 -0.4426
C 1.5977 -2.6498 0.6498
H 1.3012 -2.4699 1.6934
H 1.6530 -3.7308 0.4666
H 2.5770 -2.1894 0.4738
C -1.1196 -2.9431 -0.0939
H -0.7966 -3.9886 -0.0046
H -1.5849 -2.6241 0.8464
H -1.8463 -2.8538 -0.9104
C -2.3757 2.4526 -0.1599
H -3.3752 2.7109 -0.5340
H -2.3757 2.4622 0.9403
H -1.6348 3.1736 -0.5261
C -3.2956 -0.2231 -0.0445
H -3.1701 -0.3314 1.0409
H -4.2409 0.2928 -0.2544
H -3.3041 -1.2170 -0.5070
C -0.5356 -0.1094 1.8860
O -0.9673 -0.3838 2.9499
H 1.6719 1.6338 -1.8316
C 2.9413 0.2418 2.8624
Si 2.3341 1.8795 2.1645
C 1.0282 2.6572 3.2683
C 3.7792 3.0915 1.9641
C 1.7049 1.6169 0.3865
H 3.5777 0.4360 3.7396
H 3.5380 -0.3076 2.1185
H 2.1001 -0.3945 3.1797
H 1.4915 2.9971 4.2072
H 0.5871 3.5309 2.7667
H 0.2203 1.9522 3.5161
H 4.5152 2.7051 1.2441
H 3.4130 4.0604 1.5940
H 4.2873 3.2580 2.9240
H 2.5682 1.1903 -0.1747
H 1.4848 2.6176 -0.0451
```

***

Strongest force on any atom, record by record: 0.1838, 0.0104, 0.0150, 0.0270, 0.0995, 0.0943 hartree/bohr